Computed, not measured: a molecular structure, C24H31F6N7O8ReS3Si2, with ωB97M-V/def2-TZVPD.

XYZ file:
```
82
Properties=species:S:1:pos:R:3:forces:R:3:lowdin_charge:R:1
Re 0.34671 0.03310 -0.05552 -0.417 0.377 0.109 1.76
C 2.73057 -2.21542 2.65616 0.005 0.016 0.006 -0.14
Si 0.89974 -2.09885 2.37878 -0.052 -0.010 0.011 0.45
C 0.12909 -0.71362 3.36249 0.007 0.021 0.000 -0.16
C 0.01265 -3.67810 2.86698 0.037 0.024 -0.031 -0.16
N 0.58929 -1.76088 0.64946 0.020 -0.087 -0.012 -0.20
C 0.61795 -2.72913 -0.35410 -0.019 0.187 -0.129 -0.30
C 1.12172 -4.02257 -0.23329 -0.033 -0.042 -0.055 -0.03
C 1.08227 -4.87600 -1.32022 0.022 0.011 0.086 -0.07
C 0.56354 -4.44511 -2.53827 -0.035 0.058 -0.063 -0.08
C 0.08211 -3.15723 -2.68232 -0.016 -0.068 0.016 -0.03
C 0.09420 -2.28742 -1.59060 0.108 0.025 0.126 -0.29
N -0.34392 -0.96396 -1.58358 0.014 -0.041 0.024 -0.19
Si -1.25769 -0.22899 -2.93815 -0.063 0.087 -0.027 0.46
C -1.89959 1.45223 -2.43741 0.011 -0.023 -0.017 -0.15
C -2.73482 -1.32703 -3.26992 0.017 -0.008 -0.015 -0.16
C -0.11093 -0.05850 -4.39388 0.001 -0.062 -0.014 -0.14
H 2.94278 -2.54924 3.67457 0.010 0.002 0.017 0.04
H 3.21433 -1.25056 2.49501 -0.006 -0.007 -0.009 0.02
H 3.18547 -2.92116 1.95932 0.014 -0.015 0.003 0.04
H 0.48296 -0.80595 4.39294 0.005 0.013 0.026 0.05
H -0.96057 -0.78579 3.38993 -0.016 -0.010 -0.011 0.04
H 0.40525 0.28077 3.01356 -0.015 -0.017 0.049 -0.01
H -0.22267 -3.62450 3.93243 0.001 0.003 0.021 0.04
H 0.60566 -4.57718 2.70739 0.006 -0.035 -0.010 0.03
H -0.92965 -3.79683 2.32835 -0.016 0.004 -0.011 0.03
H 1.56918 -4.34705 0.69384 0.016 -0.019 0.048 0.09
H 1.47945 -5.87765 -1.22769 0.005 -0.010 0.005 0.11
H 0.55626 -5.11325 -3.38876 0.000 -0.010 -0.004 0.11
H -0.28245 -2.82543 -3.64302 -0.007 -0.001 -0.008 0.09
H -1.83860 1.67345 -1.37375 -0.044 0.021 0.027 0.00
H -2.94818 1.54087 -2.72912 -0.017 -0.023 -0.012 0.04
H -1.34450 2.23866 -2.94902 0.029 0.024 0.018 0.04
H -3.42097 -1.28965 -2.42009 -0.001 0.003 0.021 0.03
H -2.49276 -2.37057 -3.46296 0.001 -0.018 -0.010 0.02
H -3.27229 -0.93740 -4.13785 -0.023 -0.005 -0.013 0.04
H 0.73249 0.58160 -4.12435 0.002 0.011 0.014 0.03
H -0.63563 0.40639 -5.23183 -0.009 0.022 -0.003 0.04
H 0.29326 -1.01086 -4.73712 0.013 0.013 -0.021 0.03
F 2.59427 3.99403 2.09762 0.123 -0.128 0.032 0.16
C 3.38854 2.95024 2.22986 0.003 0.074 0.000 -0.67
F 4.65165 3.34773 2.13772 -0.018 -0.022 -0.025 0.16
F 3.19706 2.39748 3.43440 -0.019 0.008 -0.053 0.14
S 3.10831 1.63243 0.95533 -0.156 0.051 0.164 0.66
O 1.76644 1.09265 1.29948 0.213 0.011 -0.079 -0.44
O 4.20816 0.75585 1.15824 -0.005 -0.001 -0.023 -0.23
N 3.14084 2.41268 -0.38647 -0.052 -0.058 -0.033 -0.26
S 2.08244 2.47183 -1.53553 -0.012 0.114 0.012 0.68
O 0.78251 1.85829 -1.18118 0.112 0.049 -0.013 -0.45
O 2.59840 2.12747 -2.81446 0.007 -0.058 0.046 -0.23
C 1.69569 4.30477 -1.66413 -0.164 0.092 -0.021 -0.66
F 2.08034 4.98101 -0.60061 0.058 -0.087 -0.008 0.16
F 2.34445 4.78122 -2.72539 -0.080 -0.076 0.071 0.15
F 0.38968 4.45037 -1.85042 0.102 0.023 -0.085 0.15
N -1.68319 3.42709 7.18495 0.016 0.012 -0.002 0.10
C -1.52473 3.42135 5.80849 -0.007 -0.004 0.008 -0.32
C -0.31145 3.02031 5.23901 0.012 -0.004 -0.011 -0.02
C -0.16723 2.97753 3.86820 -0.041 0.003 0.014 -0.06
C -1.23375 3.32532 3.04946 -0.008 0.006 -0.025 -0.29
C -2.44666 3.71470 3.59800 0.034 -0.017 0.007 -0.06
C -2.58851 3.76681 4.97109 -0.011 0.008 -0.007 -0.02
S -1.03252 3.26406 1.30887 -0.007 0.017 -0.011 0.63
O -2.20289 3.81962 0.69793 -0.033 0.003 -0.026 -0.27
O 0.26031 3.77991 0.97560 -0.005 -0.092 -0.025 -0.29
N -0.95943 1.65134 0.96829 0.319 -0.176 -0.118 -0.16
C -2.01070 0.85001 1.19770 -0.254 -0.031 0.028 -0.49
N -1.67919 -0.34961 0.69809 0.123 -0.029 0.013 -0.03
C -2.51503 -1.37103 0.78009 -0.044 -0.064 -0.003 -0.09
C -3.74025 -1.18877 1.38828 0.006 0.056 0.009 -0.03
C -4.00654 0.09006 1.88221 0.047 -0.016 -0.036 -0.09
N -3.16978 1.11594 1.79718 0.031 0.049 0.035 0.18
H -0.83537 3.49317 7.72354 -0.010 -0.005 0.010 0.09
H -2.42198 4.01086 7.54064 0.001 -0.005 0.003 0.09
H 0.51875 2.74895 5.87948 0.013 -0.005 0.010 0.11
H 0.77256 2.67859 3.42749 0.011 -0.001 0.001 0.09
H -3.26391 3.97145 2.94001 -0.024 0.004 -0.007 0.11
H -3.53112 4.07561 5.40623 -0.011 0.001 0.004 0.11
H -2.18135 -2.31150 0.35567 -0.011 -0.002 0.006 0.13
H -4.45657 -1.98977 1.47718 -0.004 -0.015 -0.001 0.10
H -4.95046 0.29728 2.37409 -0.019 -0.014 0.005 0.12
O 2.09532 -0.30899 -0.99320 0.144 -0.038 -0.039 -0.39
O 2.95781 -1.14624 -0.49307 0.070 -0.047 0.019 -0.06
```
Forces are in eV/Å.

Summary:
E_tot = -4369.38995 Eh
spin multiplicity = 4
relative energy (zero: lowest compared OMol25 entry of this formula, charge and spin) = 1.54 kcal per mole
LUMO level (spin up / spin down) = -1.002 / -1.644 eV

=====

Computed, not measured: a molecular structure, C14H18F6N3O6PPdS4Se at a distorted geometry, with ωB97M-V/def2-TZVPD.

XYZ file:
```
54
Properties=species:S:1:pos:R:3:forces:R:3:lowdin_charge:R:1
Pd 0.17030 -0.57816 -0.01186 -0.627 0.151 0.733 0.17
C 0.00917 -4.59241 4.33315 -0.001 0.014 0.022 -0.08
C 0.90848 -4.76961 3.13088 0.042 -0.046 -0.001 -0.32
O 0.17154 -4.48352 1.93383 0.010 0.000 0.044 -0.34
P 0.51545 -3.19045 1.05502 0.161 -0.203 -0.267 -0.14
S -0.79114 -3.04182 -0.39449 -0.006 -0.012 -0.108 0.30
S 0.84804 -1.60612 2.27961 0.093 0.079 -0.123 0.29
O 1.96574 -3.61833 0.50322 0.005 0.066 0.077 -0.34
C 2.65065 -2.74297 -0.41707 -0.081 0.008 -0.026 -0.32
C 4.01957 -3.32125 -0.67470 0.058 -0.007 -0.012 -0.07
H 0.54480 -4.85235 5.24867 0.008 -0.010 -0.004 0.07
H -0.87018 -5.23128 4.24850 -0.006 0.001 -0.006 0.08
H -0.31666 -3.55463 4.40472 -0.004 0.003 -0.010 0.06
H 1.25703 -5.80004 3.04001 -0.011 0.002 -0.005 0.12
H 1.78571 -4.12338 3.19881 -0.015 0.019 -0.001 0.09
H 2.71946 -1.74170 0.01806 0.028 -0.024 0.016 0.08
H 2.05860 -2.67002 -1.33183 0.031 -0.001 0.000 0.09
H 4.56589 -3.44422 0.26137 0.000 0.009 0.004 0.07
H 4.58538 -2.64528 -1.31706 -0.018 0.004 -0.014 0.08
H 3.95071 -4.29184 -1.16722 -0.019 -0.010 0.015 0.07
F 0.92592 4.49855 -0.81132 -0.023 -0.013 -0.028 0.12
C 1.94587 3.64744 -0.96805 0.111 -0.052 0.136 -0.67
F 2.34659 3.70438 -2.23621 0.002 0.013 0.012 0.13
F 2.95914 4.07525 -0.19783 -0.040 0.006 -0.023 0.12
S 1.48046 1.93726 -0.43478 0.389 0.401 -0.718 0.55
O 2.65938 1.15469 -0.64962 0.123 -0.065 0.062 -0.28
O 1.02783 2.20100 0.89611 -0.131 -0.010 0.270 -0.29
N 0.28182 1.67994 -1.44169 -0.486 -0.557 0.341 -0.28
S 0.15377 0.56910 -2.57242 0.459 0.785 -0.817 0.54
O -1.19873 0.14037 -2.76949 -0.173 -0.154 0.205 -0.30
O 1.22621 -0.37144 -2.66878 0.238 -0.282 0.068 -0.29
C 0.36486 1.62254 -4.08061 0.013 -0.130 -0.013 -0.67
F 1.59023 2.14014 -4.17337 -0.008 -0.044 -0.013 0.13
F 0.15720 0.87104 -5.17306 -0.011 0.025 0.033 0.12
F -0.51986 2.62539 -4.09921 0.028 0.028 0.010 0.12
C -1.29276 2.13670 2.49790 -0.014 0.017 -0.028 -0.07
N -1.75929 1.57230 1.25145 0.226 -0.058 0.036 -0.10
C -1.79937 0.23466 0.95228 -0.266 0.181 0.385 -0.74
Se -1.91429 -1.00344 2.39292 -0.058 -0.058 -0.139 0.65
N -2.49847 0.13674 -0.22446 0.047 -0.149 0.064 0.10
C -2.80546 1.39256 -0.70705 0.081 0.029 -0.111 -0.21
C -3.41195 1.81212 -1.87932 -0.049 0.003 0.064 -0.02
C -3.56980 3.17660 -2.05492 0.009 0.016 -0.004 -0.09
C -3.12218 4.09170 -1.09713 0.008 -0.004 0.017 -0.09
C -2.49411 3.67164 0.06413 0.017 -0.046 0.012 -0.01
C -2.33571 2.30373 0.23678 -0.134 0.052 -0.069 -0.18
H -0.54263 1.48314 2.92952 0.000 -0.016 -0.011 0.06
H -2.12614 2.25317 3.19536 0.026 -0.016 0.002 0.09
H -0.82864 3.09595 2.28895 0.002 0.032 0.004 0.08
H -2.50316 -0.72719 -0.74573 -0.046 0.016 -0.035 0.11
H -3.72175 1.09937 -2.62927 -0.002 0.011 -0.020 0.11
H -4.03435 3.54390 -2.96074 0.001 -0.004 0.000 0.10
H -3.25896 5.15154 -1.26886 0.004 -0.004 -0.017 0.10
H -2.13018 4.37856 0.79692 0.013 0.004 -0.012 0.11
```
Forces are in eV/Å.

Summary:
E_tot = -6222.77161 Eh
spin multiplicity = 2
relative energy (zero: lowest compared OMol25 entry of this formula, charge and spin) = 0.00 kcal per mole
net charge = -1
LUMO level (spin up / spin down) = 2.483 / 1.369 eV

=====

Computed, not measured: a molecular structure, C8H8O6Tl at a distorted geometry, with ωB97M-V/def2-TZVPD.

XYZ file:
```
23
Properties=species:S:1:pos:R:3:forces:R:3:lowdin_charge:R:1
Tl -5.90745 25.67313 -15.04472 0.158 -0.376 0.069 1.16
C -9.85753 22.42566 -15.38204 1.714 4.083 -0.662 0.18
C -8.61364 23.16259 -15.58746 1.343 -1.843 0.145 -0.31
C -7.30620 22.30505 -15.60531 1.254 0.018 -0.364 -0.26
O -6.23594 22.87284 -15.87774 -1.727 -0.914 0.637 -0.02
C -7.37713 20.85273 -15.25732 1.243 3.277 -0.697 0.21
C -8.58810 20.25557 -15.02025 -2.672 -4.590 1.252 -0.28
C -9.88001 21.10265 -15.15246 -4.634 -4.705 1.480 -0.25
O -11.09554 20.65106 -14.94752 4.692 0.506 -0.590 0.14
O -8.62715 19.01800 -14.69107 -0.312 3.795 -0.969 0.15
O -8.47302 24.34628 -15.72746 -0.457 1.026 0.064 0.03
H -10.74629 23.03905 -15.36565 -0.381 -0.291 -0.090 0.16
H -6.44961 20.31198 -15.14031 0.030 -0.176 -0.079 0.15
C -3.43535 24.98556 -12.06473 1.543 0.178 0.214 -0.24
C -4.40259 23.86309 -11.99444 -0.648 -0.025 0.838 -0.26
O -4.67936 23.32888 -13.25175 -0.299 -0.514 -1.066 -0.11
O -3.88319 26.01454 -12.93012 -0.947 0.432 -0.082 -0.19
H -2.45815 24.74874 -12.48555 0.102 -0.976 0.261 0.13
H -3.23974 25.34645 -11.05498 -0.233 0.234 0.159 0.13
H -5.34157 24.21760 -11.56931 -0.162 0.323 -0.006 0.13
H -4.11430 23.06021 -11.31593 0.526 0.243 0.162 0.14
H -4.26323 22.46407 -13.27481 -0.024 -0.030 -0.472 0.10
H -3.18245 26.67044 -12.91133 -0.109 0.323 -0.205 0.10
```
Forces are in eV/Å.

Summary:
E_tot = -933.14270 Eh
spin multiplicity = 1
relative energy (zero: lowest compared OMol25 entry of this formula, charge and spin) = 32.90 kcal per mole
net charge = +1
LUMO level = -7.996 eV

=====

Computed, not measured: C16H8F3N3O2S in the gas phase at a distorted geometry, with ωB97M-V/def2-TZVPD.

XYZ file:
```
33
Properties=species:S:1:pos:R:3:forces:R:3:lowdin_charge:R:1
O 1.06216 -2.64160 -2.19985 0.215 0.547 -0.855 0.03
C 1.18105 -1.77305 -1.36171 -0.683 -1.328 0.169 -0.63
S 2.46511 -1.92186 -0.16508 0.971 0.951 1.067 1.10
C 3.84241 -2.51430 -1.09038 1.304 -1.153 -1.917 -0.61
N 5.09392 -2.58345 -0.68281 0.016 0.086 -0.154 0.03
N 5.84119 -3.24222 -1.65796 -0.123 -0.372 0.720 0.09
C 5.03778 -3.61407 -2.61641 -0.525 1.066 1.460 -0.23
C 5.35388 -4.47502 -3.81959 0.300 -0.186 -0.215 -0.47
F 5.45870 -3.64950 -4.90388 0.208 -1.119 0.582 0.12
F 6.51205 -5.19518 -3.64339 -1.828 1.252 -0.488 0.13
F 4.33205 -5.36140 -4.08402 1.227 1.016 0.331 0.12
N 3.80353 -3.09318 -2.33615 -1.886 -0.796 -1.014 0.13
C 0.14848 -0.74367 -1.24719 -1.708 1.666 -0.003 -0.23
C -0.55083 -0.22122 -2.30736 0.253 -0.032 -0.008 0.02
C -1.43576 0.80010 -1.82481 0.592 -0.673 -0.392 0.02
C -1.24403 0.83042 -0.48030 0.568 -0.740 -0.834 -0.26
C -1.92348 1.67311 0.40558 -0.967 0.574 2.701 0.08
C -2.54361 2.22844 1.30497 1.393 -1.144 -1.568 0.06
C -3.17177 2.81069 2.43939 0.289 0.434 0.977 -0.23
C -4.56023 3.03439 2.45341 1.166 -0.415 0.080 -0.03
C -5.12834 3.56769 3.57600 -0.827 0.316 0.338 -0.09
C -4.36873 3.92104 4.67827 0.671 -0.377 -0.843 -0.09
C -2.99752 3.70605 4.71388 -0.324 -0.548 -1.125 -0.06
C -2.38398 3.12133 3.58393 -0.779 0.508 0.333 -0.01
O -0.29937 -0.11957 -0.08763 0.173 0.566 -0.332 0.08
H 2.95415 -3.19777 -2.90564 0.473 -0.052 0.605 0.15
H -0.35619 -0.52445 -3.32163 -0.203 0.010 -0.107 0.12
H -2.13581 1.44368 -2.36535 0.489 -0.428 0.190 0.13
H -5.13344 2.71177 1.61154 -0.337 0.037 -0.385 0.11
H -6.20367 3.72447 3.62897 0.164 -0.023 -0.135 0.11
H -4.86494 4.37474 5.48154 -0.505 0.504 1.179 0.09
H -2.47210 3.97636 5.61548 0.396 -0.058 -0.088 0.10
H -1.31266 2.94723 3.60821 -0.173 -0.091 -0.267 0.11
```
Forces are in eV/Å.

Summary:
E_tot = -1626.95227 Eh
spin multiplicity = 1
relative energy (zero: lowest compared OMol25 entry of this formula, charge and spin) = 0.00 kcal per mole
structure (SMILES) = O=C(Sc1nnc(C(F)(F)F)[nH]1)c1ccc(C#Cc2ccccc2)o1
LUMO level = -1.033 eV